Model 1:
Molecular formula: C13H23I2OP2PtS
Method: DFT, wB97M-V/def2-TZVPD

Structure (XYZ):
```
43
Properties=species:S:1:pos:R:3:nbo_charge:R:1
I -1.52925 -4.07639 -2.01379 0.1382
I -0.63125 1.10901 -3.30746 1.0056
Pt 1.38069 -0.89917 0.44722 0.1939
P 3.46220 -0.37690 0.01834 1.1351
C 2.83669 -0.88444 1.59067 -1.1111
C 3.81593 -1.76845 -1.19280 -0.9003
H 4.88666 -1.79083 -1.00536 0.2760
H 4.74518 1.14058 -0.75789 0.2766
H 3.53599 -1.55745 -2.22598 0.2664
H 3.19414 1.35125 -1.67471 0.2668
H 2.32001 -1.91360 1.58005 0.2840
H 3.32352 -2.70762 -0.95949 0.2717
C 3.67217 1.23678 -0.69712 -0.9186
H 3.81068 -0.88146 2.12035 0.3842
H 3.27655 1.90532 0.05116 0.2928
H 2.21986 -0.13186 2.15130 0.3384
P -1.18410 -1.02957 -2.51961 0.9867
C -2.82089 -1.41635 -1.83550 -0.9572
C -2.00585 0.04841 -4.18864 -1.0050
H -0.12402 -2.26848 -4.42930 0.3081
H -2.01973 -2.30078 -4.41861 0.2673
H -1.43161 -3.36255 -3.77285 0.2942
C -1.06970 -2.20650 -3.91421 -1.0066
H -1.00274 0.18946 -4.84087 0.3229
H -2.67177 -0.64947 -4.64561 0.3817
H -3.36165 -1.67021 -2.75359 0.2539
H -3.22139 -0.60627 -1.25379 0.2896
H -2.47394 0.98144 -3.68562 0.3013
H -2.69318 -2.33304 -1.21696 0.3200
C -0.39576 -0.24777 1.03099 0.3931
O -1.28908 0.26225 1.63641 -0.3864
S 1.14774 2.81590 2.36895 -0.0135
C -0.25777 2.54357 3.23794 -0.2160
C -1.48453 3.17616 2.88530 -0.2099
C -2.51029 2.97669 3.75753 -0.1949
C -2.51275 2.10433 4.83509 -0.1112
C -1.45615 1.25701 4.77980 -0.2229
C -0.32739 1.30588 4.02884 -0.1826
H -1.42483 3.97190 2.13410 0.2427
H -3.44392 3.56507 3.55432 0.2362
H -3.38096 1.98286 5.49525 0.2594
H -1.44131 0.44738 5.53398 0.2310
H 0.53778 0.70789 4.07216 0.2183
```

E_HOMO (spin up / spin down)   -15.111 / -15.444 eV
Total charge   +3
Kohn-Sham gap (spin up / spin down)   2.98 / 1.94 eV
Multiplicity   5

***

Model 2:
Molecular formula: C13H23I2OP2PtS
Method: DFT, wB97M-V/def2-TZVPD

Structure (XYZ):
```
43
Properties=species:S:1:pos:R:3:nbo_charge:R:1
I -0.11102 -1.55663 -5.06785 0.5271
I -0.08738 1.13781 -3.41233 0.1073
Pt -0.11433 -0.12375 -0.98862 0.5206
P -2.43034 -0.52916 -1.15813 1.0365
C -3.31853 1.00895 -0.77905 -0.9627
C -2.99378 -1.08388 -2.78057 -0.9683
H -4.05869 -1.35246 -2.71848 0.2965
H -4.17772 -1.85501 -0.14581 0.2872
H -2.39699 -1.95190 -3.08387 0.2524
H -2.63026 -2.73972 -0.20762 0.2709
H -3.04335 1.77637 -1.51187 0.2631
H -2.83617 -0.29601 -3.52339 0.2616
C -3.09186 -1.76769 -0.00322 -0.9566
H -4.40222 0.82918 -0.82464 0.2879
H -2.87572 -1.49897 1.03634 0.2630
H -3.04630 1.36755 0.22171 0.2510
P 2.22421 -0.44339 -1.09278 1.0272
C 3.03735 1.11597 -0.64181 -0.9641
C 2.93156 -1.69131 0.01895 -0.9543
H 2.29710 -1.80641 -3.07443 0.2534
H 3.90824 -1.08676 -2.68489 0.2938
H 2.60236 -0.10652 -3.45347 0.2602
C 2.82350 -0.90485 -2.73677 -0.9648
H 2.43601 -2.65337 -0.14471 0.2722
H 4.00344 -1.79967 -0.19598 0.2874
H 4.12864 0.99140 -0.68412 0.2860
H 2.73620 1.39732 0.37475 0.2569
H 2.79528 -1.40734 1.06688 0.2568
H 2.73223 1.90967 -1.33359 0.2612
C -0.14917 1.70676 -0.48932 0.4528
O -0.16178 2.84109 -0.26060 -0.3690
S -0.08452 -1.32199 1.25991 0.2348
C 0.10777 -0.11410 2.48306 -0.1884
C 1.25399 -0.09054 3.30997 -0.1552
C 1.43164 0.96751 4.19770 -0.2045
C 0.46528 1.97866 4.28591 0.0357
C -0.70567 1.91208 3.52138 -0.1909
C -0.89044 0.86127 2.63196 -0.1955
H 1.98296 -0.89077 3.19649 0.2507
H 2.33835 0.98831 4.80801 0.2752
H 0.62973 2.81429 4.96376 0.2569
H -1.47409 2.67839 3.59788 0.2652
H -1.78553 0.78964 2.02325 0.2228
```

E_HOMO (spin up / spin down)   -18.634 / -18.649 eV
Total charge   +3
Kohn-Sham gap (spin up / spin down)   6.99 / 5.41 eV
Multiplicity   5

***

Last place for stability: model 1